Version 1
C3H8N2O | the ωB97M-V functional and the def2-TZVPD basis

CARTESIAN COORDINATES (ANGSTROEM)
C  0.5523  -0.0248  -0.5679
C  -1.0352  -1.5381  0.2745
N  0.1550  -0.7349  0.5099
N  1.9065  0.2972  -0.7110
C  -0.4095  1.4652  0.4180
O  0.3538  2.4187  0.5677
H  -0.5624  0.6702  1.3149
H  0.0201  -0.1314  -1.5186
H  2.3905  0.1609  0.1705
H  2.0176  1.2775  -0.9644
H  -1.3711  1.4235  -0.1102
H  -1.8545  -0.9565  -0.1709
H  -1.3731  -1.9828  1.2113
H  -0.7899  -2.3448  -0.4237

Computed properties:
HOMO energy (alpha / beta)   -8.62 / -8.62 eV
Orbital gap (alpha / beta)   8.34 / 8.34 eV

---

Version 2
C3H8N2O | the ωB97M-V functional and the def2-TZVPD basis

CARTESIAN COORDINATES (ANGSTROEM)
C  1.2866  -0.7329  -0.2967
C  1.7193  0.4745  0.5122
N  -2.3234  0.9572  -0.4988
C  -0.9630  -0.7908  0.0153
O  0.1280  -1.4669  0.3680
N  -1.1228  0.4725  -0.0378
H  -3.1283  0.3590  -0.3092
H  -2.4582  1.9047  -0.1669
H  -1.8103  -1.4889  -0.1045
H  1.1287  -0.4698  -1.3484
H  2.0358  -1.5261  -0.2686
H  2.7805  0.6545  0.3428
H  1.1605  1.3564  0.2197
H  1.5668  0.2967  1.5730

Computed properties:
HOMO energy   -8.38 eV
Structure (SMILES)   CCO/C=N/N
Orbital gap   9.58 eV

---

Version 3
C3H8N2O | the ωB97M-V functional and the def2-TZVPD basis

CARTESIAN COORDINATES (ANGSTROEM)
C  1.3143  1.1848  -0.1333
C  0.8737  -0.1532  0.2591
C  -0.5344  -0.4707  0.2537
H  2.4146  1.2477  -0.2184
H  0.7421  1.4230  -1.1599
H  1.0074  1.9814  0.6719
H  1.3420  -0.3135  1.3078
H  2.4064  -1.4577  -0.0465
H  -0.8112  -1.4723  0.8948
H  -2.8379  -1.2482  0.0638
H  -3.3726  0.2310  -0.8858
N  -1.3628  0.3631  -0.3303
N  -2.6614  -0.1105  -0.0952
O  1.4795  -1.2051  -0.5818

Computed properties:
HOMO energy   -8.79 eV
Structure (SMILES)   C[C@H](O)/C=N/N
Orbital gap   9.41 eV

---

Version 4
C3H8N2O | the ωB97M-V functional and the def2-TZVPD basis

CARTESIAN COORDINATES (ANGSTROEM)
C  1.8260  0.4980  0.6217
C  -0.1282  1.7182  1.0637
N  0.3822  0.4652  1.0717
H  1.8128  0.0844  -0.3572
H  2.3325  1.4005  0.7265
H  2.4992  -0.0874  1.1173
H  -0.9728  1.9216  1.7518
H  0.2685  2.4458  0.3926
C  -1.6305  -2.0624  -0.9158
N  -0.8744  -0.9324  -1.3699
O  -1.3674  -2.8016  0.0197
H  -2.6561  -1.8693  -1.2541
H  -1.3903  -0.2848  -1.9227
H  -0.1014  -0.4960  -0.9454

Computed properties:
HOMO energy   -9.80 eV
Structure (SMILES)   C=NC.NC=O
Orbital gap   10.34 eV

---

Least stable: version 1

---

Version 1
C3H8N2O | the ωB97M-V functional and the def2-TZVPD basis

CARTESIAN COORDINATES (ANGSTROEM)
N  -1.3742  0.3054  -0.0478
C  -0.0468  -0.2008  0.3167
C  0.1117  -1.7021  0.0959
C  1.0749  0.6961  -0.2490
N  0.6852  1.9992  -0.4521
O  2.0937  0.1459  -0.5993
H  -2.0072  0.4993  0.7261
H  -1.9387  -0.4639  -0.4188
H  0.0288  -0.0695  1.4094
H  -0.1148  -1.9711  -0.9388
H  1.0492  -2.1275  0.4344
H  -0.6402  -2.0843  0.8083
H  1.2756  2.7760  -0.1954
H  -0.1973  2.1972  -0.8896

Computed properties:
HOMO energy   -9.33 eV
Structure (SMILES)   C[C@H](N)C(N)=O
Orbital gap   10.24 eV

---

Version 2
C3H8N2O | the ωB97M-V functional and the def2-TZVPD basis

CARTESIAN COORDINATES (ANGSTROEM)
O  -1.2659  -1.4625  0.6327
C  -1.1190  -0.3744  0.1763
N  0.1087  0.1840  -0.1829
C  1.2853  -0.5556  0.0841
N  2.4869  0.2260  -0.1205
C  -2.2418  0.5983  -0.0998
H  -0.0556  1.1775  -0.5224
H  1.2713  -1.5541  -0.4025
H  1.2595  -0.7246  1.1929
H  2.9963  0.0250  -1.0242
H  3.0893  -0.4917  0.5161
H  -2.4672  1.0507  -1.0739
H  -2.1224  1.5730  0.4303
H  -3.2253  0.3283  0.3939

Computed properties:
HOMO energy   -9.50 eV
Structure (SMILES)   CC(=O)NCN
Orbital gap   10.31 eV

---

Version 3
C3H8N2O | the ωB97M-V functional and the def2-TZVPD basis

CARTESIAN COORDINATES (ANGSTROEM)
C  -0.1790  -1.2263  1.4492
C  -0.6276  -0.0627  0.5018
C  0.2900  0.1433  -0.7648
H  1.0571  -1.0922  1.5951
H  -0.3756  -2.2571  0.9738
H  -0.6610  -1.2858  2.4189
H  -1.6769  -0.3218  0.1847
H  0.1876  1.4691  1.4284
H  -1.1238  1.7309  0.4976
H  1.0478  -0.7548  -2.3468
H  0.1176  -1.9647  -1.2888
N  -0.7469  1.1264  1.2800
N  0.2206  -0.8063  -1.7242
O  1.0264  1.1388  -0.9338

Computed properties:
HOMO energy   -9.82 eV
Structure (SMILES)   C[C@@H](N)C(N)=O
Orbital gap   10.41 eV

---

Least stable: version 3